Here is a 2-piece molecular cluster, C55H69N2O2 overall in a non-equilibrium geometry from the OMol25 dataset. Energies are from ωB97M-V/def2-TZVPD.

The calculation puts the HOMO energy at -8.8 eV. The total energy is -2396.8209 Eh. The value obtained for the largest force on an atom is 2.5 eV/A. The HOMO-LUMO gap comes out at 3.858 eV. Its total charge is +1.

Element x y z (Å)
C (3.6840, -9.3583, -0.4084)
O (3.5197, -8.3842, -1.4572)
C (2.4675, -7.5289, -1.4231)
C (2.3542, -6.6624, -2.5390)
C (1.3833, -5.6916, -2.5709)
C (0.5414, -5.4596, -1.4459)
C (-0.3620, -4.3504, -1.4116)
C (-0.9000, -3.8406, -0.2332)
C (-1.9442, -2.9024, -0.2269)
C (-3.0717, -3.0558, 0.6557)
C (-4.4170, -2.9296, 0.1994)
C (-5.4743, -3.2395, 1.0110)
C (-5.2439, -3.5848, 2.3613)
O (-6.3458, -3.6660, 3.1484)
C (-6.1469, -3.9135, 4.5529)
C (-3.9189, -3.7513, 2.8323)
C (-2.8614, -3.4780, 1.9902)
C (0.6441, -6.3604, -0.3492)
C (1.5829, -7.3787, -0.3222)
H (4.5337, -9.9500, -0.7513)
H (3.9214, -8.8767, 0.5525)
H (2.7941, -9.9985, -0.3053)
H (3.0579, -6.8133, -3.3538)
H (1.2671, -5.0757, -3.4614)
H (-0.6904, -3.9277, -2.3671)
H (-0.5304, -4.2380, 0.7173)
H (-2.0676, -2.3037, -1.1293)
H (-4.6094, -2.6354, -0.8334)
H (-6.5053, -3.1514, 0.6799)
H (-7.1470, -3.8499, 4.9833)
H (-5.7175, -4.9149, 4.7016)
H (-5.4858, -3.1587, 5.0033)
H (-3.7368, -4.0409, 3.8670)
H (-1.8367, -3.5911, 2.3506)
H (-0.0640, -6.2577, 0.4766)
H (1.6366, -8.0484, 0.5399)
C (1.3630, -1.1548, 1.2615)
C (2.7932, -0.6692, 1.4206)
C (3.4890, -1.7202, 2.2955)
C (3.5022, -0.6441, 0.0700)
C (2.8513, 0.7556, 2.0746)
C (3.2482, 0.7744, 3.4203)
C (4.0570, 1.8038, 3.8806)
C (4.2388, 2.9040, 3.0535)
C (3.3957, 3.1390, 1.9633)
C (3.3611, 4.6479, 1.5386)
C (2.0587, 5.0760, 0.8900)
C (4.5838, 4.9665, 0.6677)
C (3.4563, 5.5626, 2.7712)
C (2.7098, 2.0132, 1.4064)
N (1.9457, 2.1522, 0.1861)
C (2.5703, 2.5806, -1.0668)
C (1.4115, 2.9099, -1.9716)
N (0.2462, 2.3490, -1.2783)
C (-1.0273, 2.2006, -1.9458)
C (-1.2107, 1.0921, -2.8307)
C (-0.1582, -0.0025, -3.2327)
C (-0.8274, -1.3265, -3.6248)
C (0.7971, -0.4093, -2.1238)
C (0.6060, 0.4774, -4.4746)
C (-2.4230, 0.9840, -3.5134)
C (-3.4672, 1.8635, -3.2923)
C (-3.2680, 2.9637, -2.4781)
C (-2.0600, 3.1793, -1.8119)
C (-1.9778, 4.5743, -1.0956)
C (-3.3104, 4.9701, -0.4412)
C (-1.5718, 5.6251, -2.1383)
C (-0.9855, 4.6041, 0.0416)
C (0.5942, 1.9197, -0.0088)
C (-0.2410, 1.3763, 0.9589)
C (-1.6884, 1.2789, 0.9662)
C (-2.4095, 0.3760, 0.1467)
C (-3.7963, 0.3120, 0.2239)
C (-4.4926, 1.0748, 1.1683)
C (-3.7898, 1.9442, 2.0079)
C (-2.4008, 2.0210, 1.9387)
H (0.8192, -0.4862, 0.5912)
H (1.3257, -2.1651, 0.8269)
H (0.8396, -1.1558, 2.2269)
H (4.5146, -1.4314, 2.5394)
H (2.9364, -1.8923, 3.2240)
H (3.5320, -2.6768, 1.7615)
H (4.5813, -0.4997, 0.2137)
H (3.3390, -1.5840, -0.4730)
H (3.1346, 0.1783, -0.5458)
H (3.0476, -0.0673, 4.0844)
H (4.5620, 1.7447, 4.8456)
H (4.9932, 3.6440, 3.3236)
H (1.2151, 4.8837, 1.5665)
H (2.0806, 6.1589, 0.6880)
H (1.8789, 4.5872, -0.0660)
H (5.4834, 4.9736, 1.2940)
H (4.7501, 4.2364, -0.1291)
H (4.4804, 5.9609, 0.2154)
H (4.4384, 5.5249, 3.2483)
H (3.2895, 6.6035, 2.4671)
H (2.6904, 5.3009, 3.5080)
H (3.2312, 3.4311, -0.8877)
H (3.1934, 1.7867, -1.5113)
H (1.2745, 3.9978, -2.1003)
H (1.5267, 2.4815, -2.9753)
H (-1.3574, -1.2702, -4.5796)
H (-0.0600, -2.1055, -3.7296)
H (-1.5256, -1.6557, -2.8497)
H (1.3977, 0.4200, -1.7496)
H (0.2540, -0.8665, -1.2862)
H (1.4972, -1.1772, -2.4997)
H (1.0615, 1.4615, -4.3383)
H (1.3980, -0.2373, -4.7321)
H (-0.0874, 0.5495, -5.3206)
H (-2.5712, 0.1887, -4.2436)
H (-4.4309, 1.6965, -3.7702)
H (-4.0781, 3.6867, -2.3849)
H (-3.6616, 4.1688, 0.2200)
H (-3.1620, 5.8657, 0.1764)
H (-4.0860, 5.2097, -1.1724)
H (-0.6125, 5.3648, -2.6039)
H (-2.3238, 5.6956, -2.9307)
H (-1.4651, 6.6143, -1.6767)
H (0.0203, 4.4334, -0.3277)
H (-0.9890, 5.6013, 0.5121)
H (-1.2124, 3.8501, 0.8080)
H (0.2707, 1.1663, 1.8960)
H (-1.8376, -0.2635, -0.5335)
H (-4.3460, -0.3463, -0.4500)
H (-5.5815, 1.0081, 1.2302)
H (-4.3245, 2.5649, 2.7259)
H (-1.8290, 2.6637, 2.6173)